# 1
Molecular formula: C14H28FeN3
Method: DFT, ωB97M-V with the def2-TZVPD basis set

Structure (XYZ):
```
46
Properties=species:S:1:pos:R:3:mulliken_spin:R:1
Fe 0.2901 0.1857 -0.1299 3.67
N -1.6263 1.4130 -0.7092 0.04
C -2.8057 0.9100 0.0278 0.00
C -2.3914 -0.1982 0.9875 -0.04
N -1.6213 -1.1865 0.2336 0.04
C -0.9388 -2.2050 1.0306 -0.01
C -0.0054 -2.9754 0.1066 0.00
N 0.8866 -2.0432 -0.6164 0.03
H -1.5461 2.4176 -0.6169 0.00
H -1.7204 1.2172 -1.6985 0.00
H -3.5523 0.5206 -0.6672 0.00
H -3.2722 1.7138 0.5949 0.00
H -3.2765 -0.6198 1.4748 0.00
H -1.7363 0.2163 1.7590 0.01
H -2.2279 -1.6402 -0.4430 0.00
H -1.6273 -2.8980 1.5250 0.00
H -0.3518 -1.6933 1.7989 0.00
H -0.6051 -3.5415 -0.6083 0.00
H 0.5654 -3.6926 0.6951 0.00
H 0.8435 -2.2152 -1.6130 0.00
H 1.8515 -2.1838 -0.3407 0.00
C 0.8960 1.0615 2.1784 0.11
C 1.9140 0.1559 1.7865 -0.02
C 2.5099 0.6563 0.5990 0.07
C 1.8770 1.8895 0.2709 0.09
C 0.8913 2.1450 1.2569 -0.02
C 0.0812 3.3936 1.4342 0.01
C 2.2748 2.7740 -0.8808 0.02
C 3.7076 0.0818 -0.1011 -0.01
C 2.3934 -1.0440 2.5509 0.01
C 0.1131 1.0453 3.4572 0.00
H 0.4775 3.9748 2.2704 0.00
H -0.9635 3.1720 1.6690 0.00
H 0.1154 4.0267 0.5482 0.00
H 2.1285 2.2796 -1.8441 0.00
H 3.3323 3.0370 -0.8132 0.00
H 1.7033 3.7001 -0.8859 0.00
H 3.8930 -0.9467 0.2105 0.00
H 4.6018 0.6614 0.1426 0.00
H 3.5953 0.1075 -1.1868 0.00
H 2.2632 -1.9783 1.9949 0.00
H 1.8673 -1.1437 3.4984 0.00
H 3.4571 -0.9476 2.7747 0.00
H -0.9303 1.3317 3.3057 0.00
H 0.5375 1.7678 4.1597 0.00
H 0.1329 0.0693 3.9399 0.00
```

## Properties
**LUMO level (spin up / spin down)**: -2.81 / -3.16 eV
**Multiplicity**: 5
**M**: 294.2 g mol⁻¹
**Energy relative to the best compared isomer or geometry (same formula, charge and spin)**: 16.80 kcal/mol
**⟨S²⟩**: 6.01
**Total charge**: +1
**Kohn-Sham gap (spin up / spin down)**: 7.38 / 7.66 eV
**DFT total energy**: -1978.03306 Ha
**Largest force on an atom**: 1.23 eV/Å

# 2
Molecular formula: C3H12O4
Method: DFT, ωB97M-V with the def2-TZVPD basis set

Structure (XYZ):
```
19
Properties=species:S:1:pos:R:3:lowdin_charge:R:1
O -1.4323 2.2420 0.8635 -0.04
C -1.1998 0.8804 0.6011 -0.29
C 0.2358 0.5671 0.2150 -0.18
C 0.4308 -0.9323 0.0387 -0.26
O 1.6348 -1.2089 -0.7025 -0.07
H -0.9720 2.4696 1.6785 0.09
H -1.4604 0.2301 1.4508 0.13
H -1.8814 0.6377 -0.2050 0.11
H 0.5320 1.0347 -0.7258 0.12
H 0.9167 0.9611 0.9854 0.12
H 0.4292 -1.5028 0.9745 0.13
H -0.4021 -1.2562 -0.5815 0.10
H 1.5151 -2.1243 -0.9807 0.09
O -2.9604 -2.0789 -0.7026 -0.05
H -2.2356 -2.4586 -0.2050 0.02
H -2.9030 -1.1198 -0.6898 0.01
O 3.5041 1.4987 -0.5274 -0.05
H 2.6005 1.3079 -0.2603 -0.02
H 3.6482 0.8525 -1.2268 0.04
```

## Properties
**LUMO level**: 0.46 eV
**SMILES**: OCCCO.O.O
**M**: 112.1 g mol⁻¹
**Energy relative to the best compared isomer or geometry (same formula, charge and spin)**: 21.63 kcal/mol
**Kohn-Sham gap**: 11.32 eV
**DFT total energy**: -422.42700 Ha
**Largest force on an atom**: 0.76 eV/Å

# 3
Molecular formula: C6H13NO
Method: DFT, ωB97M-V with the def2-TZVPD basis set

Structure (XYZ):
```
21
Properties=species:S:1:pos:R:3:lowdin_charge:R:1
C -1.0195 -0.3521 0.4556 -0.04
C -0.7671 -0.1290 -0.8888 -0.49
C -1.3898 1.0312 -1.6148 -0.06
N -0.4561 -1.2170 -1.7073 0.09
H -1.6688 0.3500 0.9550 0.08
H -1.1880 -1.3774 0.7552 0.08
H -0.6636 1.5118 -2.2754 0.06
H -2.2171 0.6947 -2.2436 0.09
H -1.7463 1.7919 -0.9228 0.08
H 0.0427 -1.9547 -1.2302 0.09
H 0.0117 -0.9631 -2.5639 0.09
C 0.7367 -0.1918 1.9354 -0.17
C 0.4894 -0.8801 3.0719 -0.07
H 1.3620 -0.6414 1.1479 0.05
H 0.9657 0.8675 2.0240 0.06
H 0.2635 -1.9421 3.0549 0.05
H 0.3857 -0.3927 4.0232 0.03
C 1.6544 0.9259 -0.9936 -0.16
O 2.2452 -0.1112 -0.7305 -0.03
H 1.3421 1.6585 -0.2313 0.09
H 1.6171 1.3211 -2.0208 0.09
```

## Properties
**LUMO level**: 0.27 eV
**SMILES**: C=C(C)N.C=C.C=O
**M**: 115.2 g mol⁻¹
**Energy relative to the best compared isomer or geometry (same formula, charge and spin)**: 107.72 kcal/mol
**Kohn-Sham gap**: 7.54 eV
**DFT total energy**: -366.26223 Ha
**Largest force on an atom**: 3.29 eV/Å

# 4
Molecular formula: C2H6N2S
Method: DFT, ωB97M-V with the def2-TZVPD basis set

Structure (XYZ):
```
11
Properties=species:S:1:pos:R:3:lowdin_charge:R:1
C -0.7950 0.0480 1.1661 -0.16
C -0.2194 -0.1853 -0.9954 -0.60
H -1.5982 1.3876 0.7235 0.20
H -0.1457 -0.0231 2.4826 0.16
H -1.7091 -1.3362 0.8112 0.19
H 2.0798 1.1066 0.1099 -0.02
H -1.3227 -0.5860 -0.9163 0.10
H 1.3032 -0.0123 -1.8374 0.05
N 0.3000 -0.2675 0.1901 -0.77
N 0.1876 0.2299 -2.1425 0.08
S 1.9197 -0.3616 0.4083 0.77
```

## Properties
**LUMO level**: -0.47 eV
**M**: 90.2 g mol⁻¹
**Energy relative to the best compared isomer or geometry (same formula, charge and spin)**: 203.34 kcal/mol
**Kohn-Sham gap**: 8.68 eV
**DFT total energy**: -587.17996 Ha
**Largest force on an atom**: 7.51 eV/Å

# 5
Molecular formula: C13H37KO9
Method: DFT, ωB97M-V with the def2-TZVPD basis set

Structure (XYZ):
```
60
Properties=species:S:1:pos:R:3:lowdin_charge:R:1
K 10.4143 -7.3650 -20.6733 0.94
O 12.4136 -8.5822 -23.1158 0.09
C 13.1757 -7.6566 -22.6088 -0.90
O 12.7674 -6.5536 -22.2790 -0.03
O 14.3724 -7.9520 -22.4133 -0.03
H 13.0503 -9.2961 -23.1962 0.07
C 10.4257 -7.7959 -26.0364 -0.06
C 10.0053 -9.1393 -25.4121 -0.35
O 9.4585 -9.9131 -26.4228 -0.07
H 9.6095 -7.2168 -26.4684 0.07
H 11.1661 -7.9758 -26.8158 0.07
H 10.8993 -7.2108 -25.2481 0.06
H 9.2279 -9.0322 -24.6557 0.10
H 10.8431 -9.6429 -24.9298 0.09
H 9.0163 -10.6238 -25.9529 0.08
C 13.4180 -11.8241 -22.1951 -0.08
C 13.9766 -12.1338 -20.8559 -0.33
O 12.9547 -12.0598 -19.8690 -0.08
H 12.7411 -12.6069 -22.5372 0.09
H 14.2449 -11.6657 -22.8873 0.08
H 12.9653 -10.8325 -22.1935 0.05
H 14.6965 -11.3532 -20.6100 0.10
H 14.5788 -13.0417 -20.8902 0.12
H 13.2998 -12.3645 -19.0266 0.08
C 17.9742 -4.9317 -24.4646 -0.09
C 17.2759 -6.1476 -23.9801 -0.32
O 15.8924 -5.7981 -23.6902 -0.09
H 17.4591 -4.5640 -25.3521 0.08
H 18.9443 -5.2496 -24.8469 0.07
H 18.0952 -4.1921 -23.6732 0.08
H 17.7928 -6.5432 -23.1059 0.10
H 17.2040 -6.9973 -24.6590 0.10
H 15.5221 -6.5770 -23.2686 0.02
C 15.8789 -5.2682 -18.1999 -0.10
C 15.7296 -5.4294 -19.7117 -0.31
O 14.3250 -5.4427 -19.9617 -0.09
H 15.4342 -4.3577 -17.7983 0.07
H 16.9365 -5.2651 -17.9362 0.07
H 15.4491 -6.1135 -17.6625 0.07
H 16.0809 -6.4341 -19.9467 0.11
H 16.3285 -4.7302 -20.2954 0.11
H 14.2038 -5.8640 -20.8157 0.03
C 18.7533 -9.7340 -22.6974 -0.08
C 17.2328 -9.9381 -22.8987 -0.29
O 16.5300 -9.6105 -21.6795 -0.10
H 18.9506 -8.7405 -22.2947 0.06
H 19.2483 -9.8011 -23.6662 0.07
H 19.2584 -10.4208 -22.0183 0.07
H 17.0351 -10.9678 -23.1964 0.10
H 16.9300 -9.2953 -23.7252 0.08
H 15.7539 -9.1361 -21.9865 0.01
C 14.3586 -9.6173 -25.9425 -0.08
C 15.6086 -9.9074 -26.7229 -0.33
O 15.5968 -11.2761 -27.0632 -0.07
H 13.4467 -9.7996 -26.5110 0.08
H 14.2631 -8.5897 -25.5919 0.08
H 14.2846 -10.1648 -25.0029 0.06
H 16.5160 -9.7789 -26.1328 0.10
H 15.6921 -9.2228 -27.5669 0.11
H 16.2056 -11.4360 -27.7881 0.08
```

## Properties
**LUMO level**: -1.30 eV
**M**: 376.5 g mol⁻¹
**Energy relative to the best compared isomer or geometry (same formula, charge and spin)**: 34.50 kcal/mol
**Kohn-Sham gap**: 7.61 eV
**DFT total energy**: -1794.57292 Ha
**Largest force on an atom**: 4.32 eV/Å

# 6
Molecular formula: C47H70BrN2O2PtSSi3Te
Method: DFT, ωB97M-V with the def2-TZVPD basis set

Structure (XYZ):
```
128
Properties=species:S:1:pos:R:3:lowdin_charge:R:1
Pt -1.1742 3.0800 0.6902 0.95
S -0.3753 6.9711 -1.2870 1.17
C 1.1092 6.6156 -0.4590 -0.45
C 2.2754 7.3733 -0.4513 -0.07
C 3.2882 6.9833 0.3982 -0.07
C 3.1314 5.8718 1.2326 -0.06
C 1.9877 5.0994 1.2026 -0.05
C 0.9704 5.4625 0.3208 -0.31
N -0.2779 4.8567 0.1732 -0.10
C -1.0857 5.5918 -0.5644 -0.53
C -2.4977 5.2739 -0.5009 -0.25
C -3.5246 6.0951 -0.9518 -0.03
C -4.8207 5.8378 -0.5366 -0.07
C -5.0662 4.7919 0.3441 -0.07
C -4.0438 3.9477 0.7679 -0.09
C -2.7507 4.1673 0.3238 -0.23
H 2.3707 8.2551 -1.0696 0.12
H 4.2006 7.5614 0.4440 0.11
H 3.9166 5.6252 1.9310 0.09
H 1.8621 4.2482 1.8548 0.06
H -3.3125 6.9488 -1.5841 0.11
H -5.6312 6.4734 -0.8653 0.11
H -6.0742 4.6275 0.7048 0.11
H -4.2600 3.1285 1.4404 0.09
C 6.0510 0.8289 2.2381 -0.18
Si 4.2661 1.3801 2.2828 0.40
C 4.0903 2.8817 3.3855 -0.17
C 3.1846 -0.0006 2.9528 -0.18
C 3.7685 1.8349 0.5127 -0.56
Te 1.6694 1.7384 0.1440 1.21
C 1.6502 2.7513 -1.7407 -0.55
Si 0.8715 1.7157 -3.1044 0.39
C 0.9731 2.6917 -4.6988 -0.18
C -0.9153 1.3689 -2.6593 -0.17
C 1.7990 0.1012 -3.2745 -0.18
H 6.4051 0.5838 3.2412 0.04
H 6.7024 1.6077 1.8376 0.04
H 6.1705 -0.0607 1.6165 0.03
H 4.6473 2.7309 4.3120 0.04
H 3.0485 3.0659 3.6560 0.03
H 4.4869 3.7747 2.9056 0.01
H 3.0890 0.0932 4.0364 0.04
H 3.6212 -0.9780 2.7453 0.02
H 2.1747 0.0030 2.5345 -0.01
H 4.2108 1.1396 -0.2012 0.01
H 4.1023 2.8463 0.2730 0.01
H 2.6932 2.9862 -1.9641 0.02
H 1.1267 3.6980 -1.6046 -0.02
H 0.4297 3.6358 -4.6277 0.03
H 0.5515 2.1286 -5.5338 0.03
H 2.0112 2.9208 -4.9480 0.03
H -1.0215 1.0671 -1.6108 0.00
H -1.5537 2.2415 -2.8157 0.04
H -1.3055 0.5480 -3.2637 0.02
H 2.8444 0.2678 -3.5444 0.04
H 1.3511 -0.5212 -4.0522 0.04
H 1.7719 -0.4581 -2.3375 -0.02
C 3.5011 -4.9844 -0.1447 -0.08
C 2.6376 -3.7757 -0.5459 -0.62
C 3.3292 -2.4970 -0.0433 -0.11
C 2.6304 -3.6896 -2.0784 -0.09
Si 0.8640 -3.9527 0.1643 0.50
Br -0.0340 -1.8550 0.0631 0.56
C -0.3037 -5.0283 -0.9166 -0.62
C -0.6436 -4.3515 -2.2538 -0.12
C 0.3336 -6.3970 -1.2089 -0.08
C -1.6410 -5.2766 -0.2010 -0.10
C 0.7968 -4.3902 2.0336 -0.62
C -0.5421 -4.0006 2.6862 -0.12
C 1.0184 -5.8942 2.2599 -0.08
C 1.8781 -3.6178 2.8029 -0.10
H 4.4876 -4.8823 -0.6068 0.09
H 3.0813 -5.9315 -0.4865 0.07
H 3.6546 -5.0530 0.9316 0.06
H 4.3430 -2.4671 -0.4557 0.09
H 3.4141 -2.4600 1.0403 0.04
H 2.8062 -1.5951 -0.3660 0.03
H 3.6569 -3.5266 -2.4207 0.09
H 2.0302 -2.8529 -2.4394 0.06
H 2.2756 -4.6028 -2.5533 0.07
H 0.2224 -4.2128 -2.8952 0.06
H -1.1088 -3.3754 -2.1059 0.03
H -1.3525 -4.9885 -2.7933 0.09
H 1.2498 -6.3138 -1.7924 0.07
H -0.3670 -7.0014 -1.7931 0.09
H 0.5637 -6.9542 -0.3006 0.07
H -2.1153 -4.3444 0.1218 0.05
H -1.5341 -5.9172 0.6730 0.07
H -2.3283 -5.7765 -0.8895 0.09
H -1.3962 -4.5212 2.2579 0.06
H -0.7189 -2.9252 2.6272 0.04
H -0.4985 -4.2691 3.7458 0.09
H 0.2060 -6.4959 1.8520 0.07
H 1.0547 -6.0913 3.3354 0.09
H 1.9536 -6.2556 1.8313 0.07
H 1.7928 -2.5412 2.6496 0.05
H 2.8882 -3.9263 2.5361 0.07
H 1.7538 -3.8087 3.8731 0.09
C -3.1473 -1.8035 -4.1276 -0.05
O -3.1142 -1.4740 -2.7440 -0.11
C -3.8934 -0.4403 -2.3258 -0.23
C -4.6047 0.4048 -3.1599 -0.01
C -5.4085 1.3924 -2.6046 -0.05
C -5.5055 1.5382 -1.2323 -0.07
C -4.7774 0.7102 -0.3916 0.00
C -3.9705 -0.2701 -0.9362 -0.14
N -3.3186 -1.2679 -0.1760 0.14
C -3.0710 -1.4074 1.1013 -0.05
C -3.0107 -0.4826 2.1758 -0.14
C -3.2414 -1.0340 3.4642 -0.03
C -3.1736 -0.2728 4.5941 -0.08
C -2.8103 1.0805 4.4688 -0.05
C -2.4988 1.6315 3.2547 -0.03
C -2.5582 0.8675 2.0628 -0.36
O -2.1734 1.3331 0.9167 -0.26
H -4.1681 -2.0167 -4.4497 0.10
H -2.5306 -2.6901 -4.2388 0.09
H -2.7312 -0.9934 -4.7295 0.09
H -4.5464 0.2947 -4.2323 0.11
H -5.9697 2.0460 -3.2588 0.11
H -6.1501 2.2940 -0.8108 0.10
H -4.8629 0.8045 0.6810 0.12
H -3.1162 -2.0858 -0.7425 0.14
H -2.8603 -2.4385 1.3698 0.12
H -3.5072 -2.0825 3.5297 0.12
H -3.3834 -0.6967 5.5650 0.11
H -2.7456 1.6963 5.3570 0.11
H -2.1743 2.6632 3.1748 0.09
```

## Properties
**LUMO level**: -2.99 eV
**M**: 1214.0 g mol⁻¹
**Energy relative to the best compared isomer or geometry (same formula, charge and spin)**: 1.98 kcal/mol
**Total charge**: +1
**Kohn-Sham gap**: 6.88 eV
**DFT total energy**: -6320.90305 Ha
**Largest force on an atom**: 1.19 eV/Å

# 7
Molecular formula: C4H5FOS
Method: DFT, ωB97M-V with the def2-TZVPD basis set

Structure (XYZ):
```
12
Properties=species:S:1:pos:R:3:lowdin_charge:R:1
O -0.8218 0.8104 1.9453 0.11
C -0.2908 0.3480 0.9608 -0.41
C 0.9175 -0.5998 1.2242 -0.11
F 1.0678 -1.5559 0.2530 -0.05
C -0.6684 0.6991 -0.3722 -0.50
C -0.4638 -0.1571 -1.5930 -0.36
S 0.5088 1.3986 -1.6041 0.84
H 0.4970 -1.0756 2.0719 0.11
H 1.9059 -0.0400 1.3425 0.16
H -1.5454 1.3032 -0.4149 0.10
H 0.1352 -1.0243 -1.4675 0.05
H -1.2420 -0.1066 -2.3460 0.08
```

## Properties
**LUMO level**: 0.16 eV
**SMILES**: O=C(CF)[C@@H]1CS1
**M**: 120.1 g mol⁻¹
**Energy relative to the best compared isomer or geometry (same formula, charge and spin)**: 17.51 kcal/mol
**Kohn-Sham gap**: 9.57 eV
**DFT total energy**: -728.65920 Ha
**Largest force on an atom**: 2.81 eV/Å

# 8
Molecular formula: CH6NO3P
Method: DFT, ωB97M-V with the def2-TZVPD basis set

Structure (XYZ):
```
12
Properties=species:S:1:pos:R:3:lowdin_charge:R:1
O 2.6691 0.9067 -0.3891 -0.25
P 1.7879 -0.3106 0.2743 0.65
O 1.2027 -0.9138 -1.1196 -0.32
O 2.9204 -1.4508 0.6053 -0.31
H 2.2210 1.5942 -0.8038 0.01
H 0.4513 -1.5776 -0.8585 0.10
H 3.3364 -1.7706 -0.2717 0.10
C -2.8009 1.0811 0.4669 -0.17
N -2.5143 -0.1156 0.5834 0.01
H -3.8438 1.4126 0.3141 0.06
H -2.1449 1.9431 0.5257 0.05
H -3.2851 -0.7988 0.6730 0.06
```

## Properties
**LUMO level**: 0.84 eV
**SMILES**: OP(O)O.C=N
**M**: 111.0 g mol⁻¹
**Energy relative to the best compared isomer or geometry (same formula, charge and spin)**: 6.67 kcal/mol
**Kohn-Sham gap**: 10.01 eV
**DFT total energy**: -663.55366 Ha
**Largest force on an atom**: 3.28 eV/Å